1.
ORCA calculation (wB97M-V/def2-TZVPD) on a structure of composition C32H42BrNOS2V.

The geometry in XYZ format:
```
80
Properties=species:S:1:pos:R:3:forces:R:3:lowdin_charge:R:1
V -1.00372 -1.13198 -0.85282 0.11 0.14 -0.21 0.38
C 4.21085 3.05605 3.46861 -0.01 0.00 0.00 -0.05
C 2.87486 2.49579 3.97727 0.02 0.00 0.00 -0.56
C 3.12759 1.67533 5.24953 0.00 0.01 0.00 -0.05
C 1.96964 3.67393 4.33917 0.02 -0.02 0.01 -0.07
C 2.25498 1.60480 2.90322 -0.11 0.02 -0.05 -0.18
C 1.01844 1.86268 2.33361 0.09 -0.02 0.04 -0.08
C 0.52474 1.01275 1.35975 -0.15 0.06 -0.05 -0.52
Br -1.16582 1.39790 0.57564 0.08 0.02 0.06 0.92
C 1.20044 -0.11546 0.89695 0.02 -0.06 -0.03 -0.37
O 0.69903 -0.90290 -0.03800 -0.09 0.05 -0.02 -0.29
C 2.46444 -0.38747 1.47559 0.09 -0.03 0.05 -0.08
C 2.94178 0.47506 2.45084 0.03 -0.01 0.00 0.01
C 3.27006 -1.61172 1.02637 -0.03 0.02 -0.02 -0.53
C 4.58759 -1.73858 1.79524 0.00 -0.02 -0.01 -0.08
C 2.46387 -2.89703 1.27146 0.00 -0.01 -0.01 -0.03
C 3.61976 -1.48861 -0.46549 -0.02 0.01 0.03 -0.03
H 4.67072 3.69342 4.22930 0.00 0.00 -0.01 0.08
H 4.05742 3.64946 2.56503 0.01 0.00 0.01 0.09
H 4.91142 2.25495 3.22838 0.00 0.01 0.00 0.08
H 3.57665 2.30404 6.02355 0.00 0.00 0.00 0.08
H 3.80490 0.84220 5.05743 0.00 -0.01 0.00 0.08
H 2.19236 1.26532 5.63529 0.00 0.00 0.00 0.09
H 2.45552 4.28578 5.10272 -0.01 -0.01 0.00 0.08
H 1.01210 3.33449 4.73887 0.00 0.01 0.00 0.09
H 1.77545 4.31083 3.47433 0.00 0.00 0.00 0.08
H 0.41916 2.71198 2.62810 0.01 0.00 0.00 0.09
H 3.90630 0.26061 2.89097 -0.02 0.02 0.00 0.09
H 4.42083 -1.86327 2.86769 0.01 0.00 0.00 0.08
H 5.23711 -0.87376 1.63984 0.00 -0.01 0.00 0.08
H 5.11916 -2.62152 1.43449 0.00 0.00 0.01 0.08
H 2.22712 -3.00176 2.33308 0.01 0.00 0.00 0.09
H 3.05685 -3.76404 0.96657 0.00 0.00 0.01 0.08
H 1.53366 -2.90357 0.70860 0.00 0.00 0.00 0.07
H 4.22463 -0.59555 -0.64375 0.00 0.00 0.00 0.09
H 2.72256 -1.42905 -1.07580 0.00 0.01 0.00 0.06
H 4.19482 -2.36221 -0.78423 0.01 0.00 0.00 0.08
S -1.15322 -3.31294 -1.68951 0.05 -0.02 0.00 0.62
C -2.18409 -4.15674 -0.54287 0.00 -0.01 -0.04 -0.69
C -2.43143 -5.52076 -0.71717 0.02 0.01 -0.03 -0.15
C -3.24630 -6.22176 0.15444 0.00 0.00 0.00 -0.13
C -3.83397 -5.55947 1.22703 -0.01 -0.01 0.02 -0.13
C -3.59849 -4.20782 1.40799 -0.02 0.04 0.03 -0.15
C -2.78040 -3.48919 0.53392 -0.01 -0.01 0.03 -0.68
S -2.51367 -1.77196 0.81407 -0.03 0.00 -0.02 0.59
H -1.96519 -6.02208 -1.55735 -0.01 -0.01 0.01 0.09
H -3.42196 -7.27983 0.00048 0.01 0.00 -0.01 0.09
H -4.47357 -6.09341 1.91977 0.00 0.00 0.00 0.09
H -4.05221 -3.68014 2.23902 0.00 -0.01 0.00 0.09
C -5.86919 0.72584 -1.08187 0.03 0.02 0.02 -0.05
C -4.62386 1.27192 -1.73020 -0.04 0.02 -0.01 -0.28
C -4.55074 2.60579 -2.13269 -0.01 -0.04 0.02 -0.04
C -3.38412 3.08895 -2.70746 0.01 0.01 -0.01 -0.28
C -3.28866 4.52335 -3.16389 0.00 -0.02 0.00 -0.06
C -2.28269 2.25394 -2.85872 0.03 0.08 0.02 -0.03
C -2.31252 0.90833 -2.45308 0.01 -0.05 -0.03 -0.34
C -3.53254 0.44546 -1.91809 0.04 -0.03 -0.02 -0.04
N -1.25314 0.01960 -2.47852 0.02 -0.12 0.24 -0.11
C -0.10355 0.22717 -3.37540 -0.03 0.04 0.02 -0.62
C 0.66875 -1.09359 -3.45754 -0.03 -0.06 0.05 -0.09
C 0.87077 1.29423 -2.84466 -0.02 0.01 0.03 -0.03
C -0.54903 0.55297 -4.80738 0.04 -0.05 -0.06 -0.05
H -6.73015 1.36782 -1.27351 0.00 -0.01 0.00 0.07
H -5.73070 0.65395 -0.00048 -0.02 -0.01 0.00 0.08
H -6.09402 -0.27808 -1.44288 0.00 0.00 -0.01 0.08
H -5.40633 3.26047 -2.00243 0.00 0.00 0.00 0.10
H -4.17380 5.08937 -2.87244 0.00 0.00 0.00 0.07
H -3.19399 4.58211 -4.25091 0.00 0.01 0.00 0.07
H -2.41382 5.01456 -2.73298 0.00 0.01 0.00 0.07
H -1.37920 2.68381 -3.26644 -0.08 0.00 0.00 0.09
H -3.60869 -0.60197 -1.64822 -0.01 0.00 0.01 0.08
H 1.00996 -1.43986 -2.47823 -0.02 0.06 0.02 0.03
H 1.56187 -0.95901 -4.07286 -0.03 -0.04 -0.02 0.09
H 0.04399 -1.87750 -3.88595 0.01 -0.01 -0.05 0.06
H 1.29323 0.96867 -1.89130 0.00 -0.01 0.01 0.07
H 0.38079 2.25261 -2.67886 0.08 -0.03 0.01 0.06
H 1.69310 1.44311 -3.55047 0.01 0.00 0.00 0.08
H -1.32665 -0.15025 -5.11163 0.01 0.00 -0.01 0.09
H 0.30233 0.44355 -5.48473 -0.02 0.02 0.00 0.08
H -0.94013 1.55991 -4.92338 -0.03 0.02 0.00 0.06
```
Forces are in eV/Å.

Its expectation value of S² is 2.0192. The value obtained for the energy relative to the best compared isomer or geometry (same formula, charge and spin) is 0.78 kcal/mol. The molar mass is 651.68 g/mol. The multiplicity is 3. The total charge is -1. The HOMO energy (alpha / beta) is -4.08 / -4.25 eV. As for the total energy: -154810.1980 eV.

=====

2.
ORCA calculation (wB97M-V/def2-TZVPD) on a structure of composition C32H42Cl2NPdSSi4 at a distorted geometry.

The geometry in XYZ format:
```
83
Properties=species:S:1:pos:R:3:forces:R:3:lowdin_charge:R:1
Pd 0.27514 0.36251 -0.07245 0.91 0.46 -0.12 0.49
C -2.36227 -2.37185 0.70633 0.04 0.01 0.07 -0.16
Si -1.06535 -1.67756 1.86085 0.11 0.23 0.09 0.42
C -1.64689 -0.01913 2.55695 -0.07 -0.04 0.01 -0.17
C -0.86914 -2.84153 3.31900 0.01 -0.14 -0.14 -0.16
C 0.62243 -1.44253 0.97385 0.04 -0.02 0.21 -0.47
Si 1.24979 -3.04538 0.07977 -0.03 -0.03 0.17 0.39
C 0.00392 -4.09510 -0.87144 0.06 0.09 -0.01 -0.20
C 1.70520 -4.29216 1.42083 0.01 0.01 -0.06 -0.16
C 2.77587 -2.63259 -0.93405 -0.11 -0.05 -0.02 -0.17
Si 2.02150 -0.65831 2.09915 -0.24 -0.60 0.22 0.52
C 3.40562 -1.79301 2.64295 -0.01 0.08 -0.02 -0.17
C 1.36675 0.11125 3.67832 0.04 0.03 -0.08 -0.16
C 2.80812 0.80687 1.23454 0.16 -0.04 0.04 -0.34
C 4.16328 1.03798 1.04499 -0.07 0.01 0.01 -0.05
C 4.57971 2.28766 0.60950 0.02 0.01 -0.01 -0.04
C 3.62925 3.26747 0.38203 -0.01 0.03 0.00 -0.04
C 2.29060 2.95354 0.55406 -0.04 0.03 -0.04 -0.14
N 1.88811 1.75472 0.97057 -0.30 -0.07 -0.21 -0.02
H -3.35156 -2.08127 1.06813 -0.02 0.01 -0.01 0.04
H -2.32428 -3.46024 0.67796 0.01 -0.03 -0.01 0.04
H -2.26455 -2.00494 -0.31423 -0.03 -0.02 -0.01 -0.01
H -2.72022 0.09826 2.40142 -0.01 -0.02 -0.04 0.03
H -1.14592 0.83425 2.09617 -0.01 0.04 -0.02 -0.01
H -1.46139 0.05113 3.62923 0.03 -0.04 0.01 0.04
H -1.77975 -2.78466 3.92009 -0.03 0.03 0.02 0.05
H -0.02880 -2.60399 3.96960 0.04 0.01 0.01 0.03
H -0.76039 -3.87641 2.99435 -0.02 0.01 0.04 0.02
H -0.57144 -4.69928 -0.16848 -0.01 0.01 0.01 0.03
H 0.59450 -4.79461 -1.47093 0.02 -0.01 0.00 0.05
H -0.68919 -3.59707 -1.53994 -0.01 0.04 -0.04 -0.01
H 0.80583 -4.71487 1.86747 0.02 -0.01 0.00 0.02
H 2.36308 -3.96717 2.21656 0.00 -0.01 0.01 0.00
H 2.20908 -5.11379 0.90275 0.01 -0.02 -0.03 0.05
H 2.70568 -1.64765 -1.39300 0.02 0.04 -0.03 -0.02
H 2.89655 -3.36389 -1.73557 0.01 -0.02 -0.02 0.04
H 3.68563 -2.66637 -0.33180 -0.03 0.02 0.02 0.03
H 3.06231 -2.49691 3.39941 0.00 -0.01 0.02 0.04
H 4.13552 -1.14142 3.13205 0.03 0.02 0.00 0.05
H 3.91414 -2.34219 1.85389 -0.01 -0.01 0.00 0.03
H 0.75460 -0.56749 4.26852 -0.02 -0.02 0.03 0.02
H 0.80105 1.02321 3.49214 -0.03 -0.01 -0.01 0.03
H 2.23557 0.38025 4.28500 0.02 0.01 0.00 0.05
H 4.88076 0.25380 1.24324 0.01 -0.02 0.01 0.11
H 5.63060 2.49549 0.45794 0.01 0.00 0.00 0.12
H 3.91150 4.25975 0.05993 0.00 0.01 0.00 0.12
H 1.51863 3.68043 0.34515 -0.02 0.01 0.00 0.08
Cl 2.39425 1.00010 -2.21013 0.04 0.05 0.07 0.76
C 1.38999 0.53792 -3.54380 -0.11 0.01 -0.04 -0.65
C 1.75898 1.01849 -4.78747 -0.03 0.00 -0.12 -0.10
C 1.00576 0.69116 -5.90297 0.07 0.03 0.07 -0.06
C -0.10725 -0.11532 -5.76654 -0.04 -0.04 0.07 -0.10
C -0.46505 -0.58507 -4.51264 -0.01 -0.02 -0.03 -0.67
Cl -1.85428 -1.61564 -4.41803 -0.04 -0.02 0.01 0.72
C 0.26188 -0.26863 -3.35730 0.30 0.02 0.03 -0.64
S -0.27636 -0.98197 -1.82887 -0.49 0.47 0.27 0.69
H 2.63963 1.63818 -4.87532 0.01 0.01 0.01 0.11
H 1.29287 1.05951 -6.87763 0.00 0.01 -0.01 0.12
H -0.70492 -0.39126 -6.62300 -0.02 -0.01 0.00 0.11
C -5.92032 -0.09821 -0.06694 -0.03 0.01 0.03 -0.06
C -5.33072 0.90600 0.68834 -0.01 0.01 0.01 -0.07
C -4.04937 1.33592 0.38429 0.03 0.00 -0.02 -0.10
C -3.34001 0.75949 -0.67335 0.06 0.11 0.03 -0.31
C -3.95336 -0.23991 -1.43461 -0.02 0.01 0.02 -0.12
C -5.23568 -0.66576 -1.13191 0.01 -0.02 -0.04 -0.06
Si -1.66814 1.34421 -1.17301 -0.18 -0.67 -0.41 0.72
C -1.01499 2.95505 -0.50226 0.17 -0.07 -0.04 -0.32
C -1.15889 3.44302 0.80482 -0.08 -0.04 -0.06 -0.11
C -0.82514 4.75006 1.10874 -0.01 0.02 0.04 -0.06
C -0.33402 5.59434 0.11776 0.02 0.02 0.03 -0.06
C -0.15623 5.12444 -1.17370 0.01 -0.02 -0.02 -0.07
C -0.48331 3.81089 -1.47901 -0.03 -0.01 0.00 -0.11
H -6.92187 -0.43170 0.17030 -0.01 -0.01 0.00 0.11
H -5.87359 1.35925 1.50689 0.00 0.00 0.01 0.11
H -3.60929 2.13478 0.96681 -0.01 0.01 0.02 0.09
H -3.42061 -0.69164 -2.26230 0.01 -0.01 -0.03 0.06
H -5.70135 -1.44066 -1.72611 0.00 0.00 0.00 0.11
H -1.46479 1.41679 -2.62815 -0.18 0.16 0.02 0.02
H -1.55914 2.81066 1.58525 0.03 -0.04 0.04 0.09
H -0.95592 5.11814 2.11767 0.00 0.00 0.00 0.12
H -0.08536 6.61928 0.35951 -0.01 0.01 0.00 0.12
H 0.22867 5.77860 -1.94448 0.01 0.00 0.00 0.11
H -0.35126 3.45430 -2.49365 0.00 0.00 -0.01 0.10
```
Forces are in eV/Å.

The value obtained for the energy relative to the best compared isomer or geometry (same formula, charge and spin) is 34.96 kcal/mol. The molar mass is 762.43 g/mol. The multiplicity is 1. The total charge is +1. The HOMO energy is -11.09 eV. As for the total energy: -106223.8856 eV.